1.
ORCA calculation (the ωB97M-V functional and the def2-TZVPD basis) on a cluster of 2 separate species, C6H16 in total.

Kohn-Sham gap, hartree: 0.42552
DFT total energy, Ha: -238.13247
ΔE to the lowest compared entry with this formula, charge and spin, kJ/mol: 168.2
HOMO energy, eV: -10.5
SMILES: CC(C)C.CC

Geometry as ORCA input:
```
! RIJCOSX wB97M-V def2-TZVPD def2/J DEFGRID3
* xyz 0 1
H 0.01930 -0.37133 -0.98318
H 1.16669 -0.71049 0.34996
C 1.23404 1.35091 -0.15159
H 1.85580 0.62177 -2.07252
C -1.58215 -1.70035 1.63505
H -0.50140 2.12218 -1.33270
H 1.59191 1.71377 0.82663
H 3.19050 1.02184 -0.97738
H -2.44186 -1.06622 1.75623
C 2.18626 1.30448 -1.29321
H 2.31006 2.20955 -1.90588
H -0.49781 0.05188 0.55698
H -0.87072 -2.91935 -0.19761
H -1.61296 -2.36098 2.51531
C -1.72841 -2.65207 0.40622
H 0.67035 3.37010 -0.94193
C 0.42018 0.02201 -0.01150
H -0.59869 2.61359 0.30275
H -2.48338 -2.13488 -0.24615
H -0.47193 -1.33824 1.64346
C 0.18204 2.50011 -0.58805
H -2.03782 -3.64828 0.70913
*
```

***

2.
ORCA calculation (the ωB97M-V functional and the def2-TZVPD basis) on a structure of composition C5H15N3O2Rb.

Kohn-Sham gap, hartree: 0.35904
DFT total energy, Ha: -538.19454
ΔE to the lowest compared entry with this formula, charge and spin, kJ/mol: 15.1
HOMO energy, eV: -12.8

Geometry as ORCA input:
```
! RIJCOSX wB97M-V def2-TZVPD def2/J DEFGRID3
* xyz 1 1
Rb 0.96982 2.71029 -0.01581
H -2.55114 1.07819 -4.54605
N -0.33739 1.30618 2.54698
H -1.34612 1.35335 2.63704
C 1.54075 -0.10132 1.90426
H 1.75634 0.49309 0.99638
H 1.84142 -3.07535 0.83706
C 2.20697 -2.05597 0.71884
O 2.14223 -1.34541 1.94574
H -0.79080 0.02639 0.18939
H 3.24170 -2.10334 0.37031
H -1.30963 -0.75232 -3.96206
O -0.72649 1.67245 -2.02155
N -0.95521 -0.30522 -3.13544
H 0.03496 1.49312 3.47270
H 2.01871 0.52990 2.66729
N -2.01206 1.60917 -3.88682
H 1.60779 -1.57443 -0.05993
H -0.11681 -0.71389 3.08326
H -1.88892 -0.68367 1.38234
C -1.21873 1.02451 -2.95997
C -0.84110 -0.60233 1.08649
C 0.04874 -0.09284 2.19570
H -0.57722 -1.61892 0.78177
H -0.62082 -0.87761 -2.38383
H -2.11701 2.60597 -3.84411
*
```

***

3.
ORCA calculation (the ωB97M-V functional and the def2-TZVPD basis) on an isolated molecule of C24H36N4O3.

Kohn-Sham gap, hartree: 0.30898
DFT total energy, Ha: -1380.88575
ΔE to the lowest compared entry with this formula, charge and spin, kJ/mol: 13.8
HOMO energy, eV: -8.0
SMILES: COc1cccc(CCc2nnc(CCC(=O)N(C)C3CC(C)(C)NC(C)(C)C3)o2)c1

Geometry as ORCA input:
```
! RIJCOSX wB97M-V def2-TZVPD def2/J DEFGRID3
* xyz 0 1
H 1.81894 2.08932 0.67656
C 3.04027 -0.32379 0.17747
H -1.14343 3.39012 -2.63213
C 1.13051 1.76241 1.45408
N 1.03004 0.31537 1.47158
H 4.63577 -0.84038 -1.93454
H -1.48519 1.27476 -3.96466
H -0.85373 2.39920 -1.18929
C 2.27183 -0.43942 1.49673
H 0.21064 -2.20523 2.23543
C -1.08980 -0.00563 -2.35858
H 4.84674 -3.29754 0.07010
C -2.86780 2.33905 -1.91306
H 5.80502 0.76848 3.14880
N -1.83022 -1.86437 -1.63829
C 4.45744 -0.86305 2.70124
H 3.31418 -2.73777 2.84574
H 5.04954 0.05348 4.57984
H 1.46399 2.14157 2.42109
H -3.39449 3.62398 -3.54316
C -4.70905 1.34653 -0.71573
H 2.01290 -1.48349 1.66328
H 5.02262 -2.88537 3.24310
C -0.75266 -1.57956 -0.98993
C 3.94565 -2.69236 -0.00927
H 3.50734 1.03708 2.45769
H 6.35600 -0.79418 3.74913
H 0.13867 2.16223 1.25013
O -5.26128 0.54517 0.23313
C 5.18869 -0.78585 -1.00052
H -3.86793 -0.98677 0.26653
C 4.29879 -1.20431 0.18067
O -0.21578 -0.40732 -1.40267
C -0.10336 -2.36069 0.08946
C -5.12483 2.84303 -2.55027
H 3.36009 0.70972 0.04140
C -5.60072 2.02330 -1.54908
C 4.15102 -2.23874 3.32449
N -2.04407 -0.85962 -2.51598
H -5.05205 -0.90305 1.59810
H -6.65887 1.88481 -1.39264
H -3.67979 0.23529 1.55340
H 5.54034 0.23197 -0.85628
C -4.40360 -0.31717 0.94785
C -3.76167 2.99335 -2.74630
H -1.44530 -1.89453 1.70234
H 0.96957 -2.39172 -0.10526
H 3.91244 -2.12036 4.37883
H 2.39854 -0.59298 -0.66250
C -0.39286 -1.72857 1.46229
H 3.23687 -3.05123 0.73058
H -2.63924 1.05153 -0.22827
N 5.06341 -0.91429 1.38136
C 3.19341 0.00823 2.63211
C -0.21317 -0.21406 1.45411
C -3.34275 1.52567 -0.89350
H 0.15597 1.42239 -3.27597
H 3.51920 -2.84995 -0.99763
H 6.05475 -1.43930 -1.07273
O -1.20673 0.49568 1.42461
C 5.48261 -0.16241 3.60689
H 2.66528 -0.03939 3.58578
H 5.90832 -1.47251 1.40406
C -1.38579 2.44597 -2.14161
H -0.50340 -3.37423 0.06018
H -5.82129 3.36244 -3.19222
C -0.90310 1.29038 -3.04382
*
```

***

4.
ORCA calculation (the ωB97M-V functional and the def2-TZVPD basis) on a structure of composition C6H22NO5.

Kohn-Sham gap, hartree: 0.31096
DFT total energy, Ha: -672.70953
ΔE to the lowest compared entry with this formula, charge and spin, kJ/mol: 296.1
HOMO energy, eV: -4.9

Geometry as ORCA input:
```
! RIJCOSX wB97M-V def2-TZVPD def2/J DEFGRID3
* xyz -1 1
C 0.46879 -1.60667 0.99067
O -1.98825 0.35433 0.37478
H -1.43274 -2.82243 1.44875
H -0.58947 -0.86923 -2.54774
H 0.59120 -1.02715 2.03208
H 1.12460 -2.56277 1.00032
C -1.01215 -1.93375 0.79791
C 0.99851 -0.84524 -0.25083
H -2.18602 -0.58942 2.21772
H 3.90632 -0.58092 -1.19596
H 2.99299 1.33626 1.82112
H 0.01937 -1.00357 -4.01145
O -1.55159 0.21144 -2.02686
O 0.30052 -1.12032 -3.13720
C 2.22355 0.89499 1.14036
H -2.74465 1.77703 0.96329
O -3.22128 2.43511 1.48241
O -0.28049 2.67883 0.40448
H 2.55963 0.25158 -1.84209
H -3.09912 -1.38206 0.90273
C 3.18809 0.14566 -0.90715
C -2.03446 -0.86308 1.14480
H -1.12574 -2.14144 -0.26340
H -0.88081 2.14964 0.98531
N 2.38591 -0.28603 0.20714
H 0.27370 0.04374 -0.32059
H -0.44512 2.23495 -0.42180
H 3.68260 1.16949 -0.81045
H 1.41072 0.45246 1.84289
H 1.82690 1.74936 0.59256
H -2.44973 2.96512 1.93952
H 1.19522 -1.30037 -1.20647
H -2.36358 -0.10407 -2.47566
H -1.74341 0.18851 -0.87117
*
```

***

5.
ORCA calculation (the ωB97M-V functional and the def2-TZVPD basis) on an isolated molecule of C2H5N3OS2.

Kohn-Sham gap, hartree: 0.31077
DFT total energy, Ha: -1114.89383
ΔE to the lowest compared entry with this formula, charge and spin, kJ/mol: 527.0
HOMO energy, eV: -8.2
SMILES: ONC1=NSCSN1

Geometry as ORCA input:
```
! RIJCOSX wB97M-V def2-TZVPD def2/J DEFGRID3
* xyz 0 1
S -0.28106 -0.89124 -1.69914
H -2.63355 -0.68668 -1.07524
N -0.52792 1.06369 0.58287
C 0.69468 0.30366 0.39912
H -0.52292 1.36590 1.71508
O 2.09616 -1.37636 1.53690
C -1.79069 0.00760 -1.44934
N 0.94646 -0.48269 -0.57248
N 1.49244 0.03141 1.54684
S -1.70878 1.54952 -0.45807
H 2.36696 0.91322 1.27092
H 2.02239 -1.97754 0.66222
H -2.15418 0.17951 -2.45968
*
```

***

6.
ORCA calculation (the ωB97M-V functional and the def2-TZVPD basis) on a cluster of 2 separate species, C5H12O in total.

Kohn-Sham gap, hartree: 0.34197
DFT total energy, Ha: -272.82918
ΔE to the lowest compared entry with this formula, charge and spin, kJ/mol: 313.7
HOMO energy, eV: -8.4

Geometry as ORCA input:
```
! RIJCOSX wB97M-V def2-TZVPD def2/J DEFGRID3
* xyz 0 1
H 0.90862 -1.72329 0.49189
H 2.91527 -0.63528 -0.49138
C -1.66922 -0.98208 0.43529
H -1.43966 -1.13476 1.49251
C 1.94603 -0.31673 -0.88665
C -0.49952 1.52685 0.90629
H -2.58178 -0.39624 0.33428
H -1.82206 -1.96609 -0.03386
H 1.99019 0.77623 -0.96960
C 0.83834 -0.70260 0.08361
H 1.87479 -0.73213 -1.90450
H 0.66271 0.12314 0.82267
H -0.27483 1.54654 2.00759
H -0.04879 0.45053 -1.90678
H -1.52663 1.85144 0.79894
H 0.15232 2.32337 0.48725
O -0.86805 0.19077 -1.46428
C -0.55773 -0.19968 -0.20327
*
```

***

7.
ORCA calculation (the ωB97M-V functional and the def2-TZVPD basis) on a cluster of 2 separate species, C3H8OS in total.

Kohn-Sham gap, hartree: 0.36045
DFT total energy, Ha: -592.46993
ΔE to the lowest compared entry with this formula, charge and spin, kJ/mol: 126.4
HOMO energy, eV: -9.1
SMILES: C=CO.CS

Geometry as ORCA input:
```
! RIJCOSX wB97M-V def2-TZVPD def2/J DEFGRID3
* xyz 0 1
H 1.91365 1.17554 2.54029
H 0.50743 -1.85753 0.90976
C 1.89548 -0.51848 1.57367
H -0.62183 0.30387 -1.40735
C -1.34383 0.23950 -2.21263
H 2.44524 -0.49625 0.64093
H -2.82044 1.89802 -1.26325
O 2.40351 0.35779 2.51000
S -2.19500 1.87962 -2.42507
C 0.78303 -1.20924 1.73200
H -2.15239 -0.44235 -1.98388
H -0.85343 -0.07696 -3.12607
H 0.03858 -1.25353 2.51160
*
```

***

8.
ORCA calculation (the ωB97M-V functional and the def2-TZVPD basis) on a structure of composition C30H43AuN6PSi.

Kohn-Sham gap (alpha / beta), hartree: 0.25504 / 0.18233
DFT total energy, Ha: -2263.10727
⟨S²⟩: 2.017
HOMO energy (alpha / beta), eV: -14.8 / -16.0

Geometry as ORCA input:
```
! RIJCOSX wB97M-V def2-TZVPD def2/J DEFGRID3
* xyz 3 3
H 0.58083 1.91882 -3.71638
H 0.26314 -0.13865 6.59054
H -0.33997 -2.99943 -3.03120
N -2.40128 4.29392 -1.81274
C -0.23115 2.18892 -3.04048
H -0.88371 2.52603 2.53463
C -3.17185 2.62702 -3.42848
H -2.40912 3.42885 -1.22861
H 0.33346 3.24424 -1.30614
H 1.79017 -1.18204 -6.25284
C -1.88872 -3.84246 1.52254
H -2.10537 1.26595 4.21278
C 3.87889 -4.32656 0.45974
N -0.57967 -0.09077 4.65846
H 1.03236 -1.24701 5.41006
C 4.58473 -3.68151 1.46501
H -3.30420 0.56034 -2.90801
C 2.39002 -2.42212 0.26958
Au 0.62986 0.63414 -0.00779
H 2.26863 -4.21752 -0.93235
C -1.89204 -2.21122 -0.72640
H 2.56803 -0.35867 3.81391
H 1.43493 2.23127 -1.87767
H 1.62487 2.88890 5.13449
C -0.70514 -3.26789 1.08194
H -1.30163 0.73631 -4.15619
C -2.65528 1.40852 -2.66944
H 0.70146 3.17883 2.92510
H -1.53593 1.29406 5.89284
C -3.07127 -3.60002 0.83818
H -2.58483 4.65849 -3.87274
C -0.34190 -0.44539 3.28286
C 1.15321 -1.55642 -2.44112
C 0.63758 -2.15933 -4.73170
C -1.22343 1.21655 4.85146
H 0.07937 -1.45024 3.21080
H -2.11311 1.00697 -0.72340
C 0.86600 2.14524 5.37080
H 3.15179 0.10778 -4.64592
H -4.19327 2.87531 -3.13121
C -1.24286 1.05567 -3.11192
H -3.21757 2.39716 -4.49466
N 0.43740 2.31152 -1.69313
H -1.88887 -4.49716 2.38307
H -1.28069 -0.43897 2.72137
N -2.68908 1.69351 -1.20660
N 1.42746 0.80084 5.12145
H 0.59773 2.21267 6.42387
H 0.21920 -3.48507 1.60436
N -0.31655 2.30902 4.53620
C -0.80115 3.50475 -3.58852
C 1.60518 -1.27657 -5.19119
H -1.90313 -1.60080 -1.62239
H -3.63371 1.54785 -0.85861
H 2.84749 -0.78537 1.58901
C -0.68132 -2.44848 -0.05565
C 4.20707 -2.40954 1.87199
C -3.07381 -2.78316 -0.28639
P 0.80843 0.78491 2.49123
H -3.29203 4.77978 -1.68318
H -1.66232 4.94464 -1.54318
C -2.25323 3.82541 -3.25319
C 0.55594 -0.27928 5.55248
C 0.40888 -2.29499 -3.37036
C 3.11591 -1.79063 1.28103
C 2.36649 -0.54347 -4.28580
H -3.99668 -2.61840 -0.82625
C 2.14207 -0.68800 -2.92811
H 2.78251 -0.15682 -2.22911
H 2.84907 1.40303 3.72328
H -0.14124 4.35026 -3.37218
H 0.07364 -2.75447 -5.43733
H -0.78892 3.41160 -4.67739
H 5.43670 -4.16582 1.92103
C 2.09700 0.62432 3.86800
H 4.77632 -1.90283 2.64021
H 4.17551 -5.31498 0.13775
C 2.79613 -3.70062 -0.13832
H -0.85592 0.20002 -2.56463
H -3.99076 -4.06189 1.17089
Si 0.92411 -1.74313 -0.62092
C 0.02311 2.34427 3.11692
*
```